Entry 1:
Below is 11 unconnected molecules or ions with the total composition C42H103N5O15S4, with properties calculated with wB97M-V/def2-TZVPD.

CARTESIAN COORDINATES (ANGSTROEM)
S1 -1.48007 7.36381 -3.33173
S2 4.36814 -2.20247 -0.11137
S3 -3.17116 -3.26536 2.44461
S4 1.60759 -1.70590 4.67421
O1 -0.87944 -0.03347 -0.43657
O2 -2.81528 -2.63544 3.69567
O3 5.20533 -3.24422 -0.65757
O4 1.33594 -1.00551 3.43923
O5 2.56954 1.41524 2.06154
O6 -2.36426 8.25501 -4.02544
O7 -0.24051 7.88808 -2.80791
O8 3.11088 -1.95080 -0.77568
O9 2.49558 -2.82997 4.68076
O10 2.20040 -4.80010 1.71408
O11 -3.22459 3.15494 2.57013
O12 6.02523 1.88706 -2.44047
O13 -5.55361 -0.28722 -4.85151
O14 -0.57032 -4.78845 -2.72493
O15 -2.08625 -3.59978 1.56014
N1 9.03677 2.63040 -2.89275
N2 2.11004 -5.92165 4.26632
N3 -6.28313 1.54070 1.20357
N4 -0.70374 1.97256 -2.25066
N5 -2.36720 1.46287 -4.77654
C1 -0.27344 -1.28380 6.54961
C2 1.31987 -6.54427 3.21661
C3 -4.24796 -4.66845 2.78907
C4 -0.19322 -3.67873 -3.54179
C5 6.76180 2.99070 -1.95732
C6 -3.01874 4.29208 3.38736
C7 -0.56364 -4.10925 -4.95971
C8 -5.70419 -4.20396 2.52019
C9 0.06678 0.67827 -2.39687
C10 1.97763 2.67985 1.80084
C11 -1.71767 5.05746 -2.10501
C12 -4.57232 2.23352 -3.90328
C13 0.00432 -2.17857 5.35078
C14 1.18805 -3.96368 1.21525
C15 -4.81583 1.69192 1.47627
C16 8.18052 2.54189 -1.68118
C17 5.41633 -0.74400 -0.06065
C18 4.17258 -2.36644 1.66957
C19 5.88021 -0.59434 1.39327
C20 -5.70435 -2.68626 2.35999
C21 -4.59218 2.86263 2.40139
C22 -1.10856 -2.50197 -3.20570
C23 -4.10320 1.88216 0.13386
C24 1.19518 0.98152 -3.36948
C25 -1.78296 4.74772 -3.59448
C26 -1.03467 5.89400 -4.26602
C27 -4.30109 0.15578 -5.30161
C28 2.34840 3.17353 0.40654
C29 -0.79593 -0.81415 0.71860
C30 8.90508 3.30737 -0.59029
C31 0.41385 0.13285 -1.03276
C32 -3.64689 1.04583 -4.24691
C33 4.77074 2.23098 -2.92200
C34 -0.10577 -5.99583 3.36788
C35 2.05204 -0.58213 6.02698
C36 -2.32733 6.44370 -2.00201
C37 1.92664 -6.18013 1.84223
C38 1.06216 -0.87721 7.14432
C39 5.42334 -1.76624 2.26596
C40 -6.21319 -1.10529 -5.78320
C41 0.45322 2.61263 1.96299
C42 -4.47221 -2.40957 1.51692
H1 6.18548 -2.55456 2.29298
H2 -0.62543 -4.44634 -1.82642
H3 9.16076 4.30253 -0.97442
H4 0.81675 -3.26442 -3.47831
H5 -2.32541 4.35231 -1.53149
H6 -3.38397 6.44364 -2.26963
H7 -0.05227 -0.46470 1.44595
H8 -2.11362 4.80000 3.06239
H9 1.39890 -2.91368 1.01279
H10 -0.00951 -4.98023 -5.31545
H11 6.73356 3.79293 -2.71228
H12 -0.69871 -1.89633 0.60533
H13 -0.88459 -1.80287 7.28590
H14 0.04912 1.92691 1.20920
H15 -6.64782 -2.33387 1.95107
H16 -3.48851 0.44168 -3.34966
H17 -0.81282 -1.97133 -2.29203
H18 -4.52700 -3.06516 0.64109
H19 2.34293 -4.95320 4.09594
H20 3.09530 -0.69332 6.29843
H21 -2.16532 -2.71116 -3.01959
H22 -1.12790 6.06277 -5.34135
H23 0.05296 5.80272 -4.21000
H24 1.80476 0.40970 5.64475
H25 0.16175 2.22006 2.93873
H26 -1.66799 1.66692 -4.07483
H27 -4.35238 0.69456 -6.26059
H28 -4.10169 2.77452 -3.08039
H29 0.95318 -0.00363 7.79149
H30 2.56130 2.34567 -0.26763
H31 -6.70908 2.42676 1.46188
H32 9.82520 2.85580 -0.22786
H33 -0.85046 -0.41645 6.21983
H34 1.01364 0.79314 -0.40364
H35 -5.51429 1.76647 -3.62119
H36 -4.47223 0.74281 1.88888
H37 3.85964 -3.39517 1.84474
H38 8.65277 1.98935 -3.58277
H39 1.70502 0.06302 -3.67857
H40 3.30580 3.70096 0.45615
H41 6.22000 -0.90920 -0.76933
H42 2.94151 -6.58598 1.85563
H43 8.31358 3.51411 0.30854
H44 -0.55893 -0.06580 -2.88665
H45 4.02676 2.52333 -2.16543
H46 0.34706 -3.97643 1.91293
H47 -3.92644 -5.34572 1.99725
H48 -2.17595 7.12061 -1.16253
H49 0.01283 3.59517 1.79615
H50 -6.39397 -0.56082 -6.71727
H51 -6.61547 0.86232 1.88149
H52 3.30830 -1.76458 1.97008
H53 -1.08085 -1.71804 -3.96868
H54 -4.60351 2.88406 -4.77797
H55 -5.58972 -1.97280 -6.04735
H56 -2.77200 4.64684 -4.04031
H57 -5.09473 3.74391 1.97333
H58 5.41008 0.31246 1.79173
H59 -0.17483 -4.99535 3.78733
H60 -4.67565 1.37511 -0.64279
H61 -4.12262 -1.42111 1.23609
H62 8.23487 1.47849 -1.43769
H63 6.28122 3.46630 -1.08596
H64 -1.73039 -0.67832 1.28186
H65 1.44182 -1.63198 7.83815
H66 -5.04557 2.63537 3.37911
H67 2.29037 3.39092 2.57554
H68 -2.85275 4.00703 4.43548
H69 -5.51707 -2.20099 3.32343
H70 5.33396 -1.46327 3.30822
H71 -5.99890 -4.71149 1.60088
H72 -0.38434 2.37923 -1.36372
H73 0.18695 -3.20135 5.69843
H74 1.96914 1.52249 -2.80665
H75 0.89170 -0.84550 -1.15127
H76 -7.12519 -1.48684 -5.33340
H77 1.29237 -7.61299 3.42173
H78 1.33297 -6.58549 1.01631
H79 -3.98216 2.91080 -0.22010
H80 -3.61283 -0.68974 -5.45113
H81 -1.54603 1.58061 -1.80459
H82 -1.22099 3.86824 -3.89927
H83 0.83860 -4.30503 0.22736
H84 4.35711 1.33345 -3.38341
H85 -3.91298 4.92011 3.38449
H86 -0.70512 4.94902 -1.71947
H87 -0.81573 -2.23490 4.64172
H88 -6.31794 -4.62466 3.31426
H89 2.93994 -6.38789 4.59901
H90 -0.71053 -6.03128 2.45477
H91 -0.51057 -3.26830 -5.64715
H92 8.91488 3.54508 -3.32047
H93 -4.05314 -5.06131 3.78076
H94 -3.08601 1.48182 0.17599
H95 1.90809 0.77215 2.34388
H96 0.96852 1.58358 -4.24379
H97 -0.66511 -6.67796 4.01927
H98 1.57503 3.85438 0.05619
H99 -1.59081 -4.48176 -4.92065
H100 4.79515 3.05389 -3.64799
H101 4.80270 0.13135 -0.25698
H102 -2.39019 2.17554 -5.48908
H103 6.92627 -0.31210 1.52097

Forces on the atoms, in the same order (eV/Å):
0.8 -0.5 0.1
0.6 0.3 -0.3
-0.2 -0.1 0.1
-1.4 0.2 0.4
0.6 -0.3 0.2
-0.4 0.4 0.0
-0.1 -0.3 0.4
0.5 0.4 -0.2
0.4 0.0 -0.1
-0.4 0.0 -0.2
-0.1 0.2 0.3
-0.2 0.1 0.2
0.5 -0.2 -0.1
0.5 0.9 -0.2
0.1 0.0 -0.2
0.5 0.1 0.4
-0.2 0.1 0.1
1.0 0.3 0.3
-0.1 -0.3 -0.2
-0.5 -0.2 -0.2
0.0 0.0 1.0
0.8 0.0 0.8
-0.8 -1.5 1.5
0.7 -0.8 0.0
-0.3 0.1 -0.4
0.1 1.7 0.1
0.3 0.1 -0.9
-2.3 0.5 -1.0
-0.5 0.4 0.3
-0.1 -0.5 0.5
0.0 -0.6 0.2
0.7 -0.9 0.3
0.2 1.6 -1.3
-1.2 -0.1 0.4
-1.1 -0.6 0.4
1.0 -1.1 0.2
0.2 -1.1 0.7
-1.7 -0.5 -0.3
-0.4 0.2 -1.5
1.4 -0.2 -0.4
-0.2 0.3 0.7
-1.1 0.5 -0.2
-0.3 1.1 0.6
0.2 0.4 0.5
0.1 -0.2 0.6
-0.1 1.2 0.7
0.5 -0.1 -0.3
1.7 -0.5 1.2
1.3 -0.1 -1.3
0.5 0.6 -0.8
0.7 -0.3 0.3
0.9 0.2 0.6
-0.9 0.1 1.7
-0.3 1.1 0.5
-0.7 -0.7 -0.7
-0.5 0.8 -0.6
-1.1 -0.2 -0.4
-1.1 -1.1 -0.1
-0.7 0.3 -0.4
0.3 1.2 -0.7
0.5 -0.5 0.5
0.4 0.1 1.0
1.2 -1.2 0.1
0.6 -0.3 -0.3
0.2 -0.5 -0.5
0.5 -0.9 -0.1
0.1 0.1 -0.2
0.0 -0.2 0.2
0.1 -0.1 0.0
0.4 -0.8 0.3
0.0 0.0 0.0
0.0 -0.1 0.0
0.3 0.0 -0.4
-0.2 0.2 -0.2
1.1 -0.1 0.5
0.4 0.3 0.0
0.3 -0.1 -0.1
0.3 0.1 -0.6
0.0 0.0 0.0
-0.2 0.1 0.0
0.1 0.2 -0.2
0.1 0.0 0.0
0.2 -0.3 0.1
0.1 0.4 -0.3
-0.2 0.0 -0.2
0.1 0.0 -0.2
0.1 -0.6 -0.4
-0.9 0.0 0.1
-0.1 -0.1 0.7
0.4 0.1 -0.1
0.0 0.2 0.1
-0.2 0.3 0.0
-0.2 0.1 0.0
-0.3 0.1 0.1
0.0 0.1 -0.2
-0.5 -0.1 -0.1
-0.3 -0.1 -0.2
0.0 -0.3 -0.4
0.1 0.1 0.0
0.2 0.0 -0.1
-0.3 0.7 0.0
0.1 0.1 0.3
0.6 -0.1 0.3
0.1 -0.1 0.0
-0.2 0.0 -0.2
-0.1 0.2 -0.1
-0.1 0.1 -0.2
-0.2 -0.4 -0.4
-0.3 -0.3 -0.2
-0.4 0.3 0.2
0.4 0.1 0.4
-0.1 0.1 -0.3
0.0 -0.4 0.4
0.1 -0.5 0.4
-0.1 0.0 0.1
-0.3 0.0 0.1
-0.4 0.1 -0.1
0.0 0.1 -0.4
0.1 -0.2 -0.2
-0.5 0.0 0.0
0.0 0.0 0.1
-0.3 0.1 0.5
-0.1 -0.1 0.0
-0.4 -0.2 -0.1
0.3 0.1 0.0
0.1 -0.2 0.0
-0.3 0.2 0.2
-0.6 0.0 0.2
0.0 -0.5 0.2
-0.1 0.0 -0.3
0.0 -0.3 -0.3
-0.1 0.1 0.0
0.5 0.0 -0.2
-0.1 -0.2 -0.1
-0.4 0.0 0.1
-0.4 0.1 -0.1
-0.3 0.3 -0.1
0.7 0.4 -0.5
0.0 0.0 0.0
0.0 0.2 -0.2
0.3 0.1 0.3
-0.1 0.2 0.0
0.2 -0.1 -0.5
0.1 0.2 -0.1
-0.3 0.2 0.4
-0.2 -0.1 -0.1
-0.5 0.4 -0.6
-0.2 -0.3 0.5
-0.1 -0.3 0.2
0.1 0.1 -0.2
0.3 0.4 -0.2
0.1 0.4 -0.1
0.3 0.3 -0.4
-0.3 0.5 0.0
0.0 -0.3 -0.4
0.4 0.2 -0.2
0.2 -0.1 -0.2
0.1 0.1 0.2
0.1 0.0 0.0
0.0 -0.1 -0.1
0.0 0.0 0.1
-0.6 -0.1 0.1
0.1 0.3 0.4
0.1 0.0 -0.4
-0.1 0.3 0.0
0.2 -0.1 -0.1
0.1 -0.1 -0.7
-0.2 0.1 0.1
0.2 -0.7 -0.3

Output
SMILES string: O=S1(=O)CCCC1.O=S1(=O)CCCC1.O=S1(=O)CCCC1.O=S1(=O)CCCC1.COC[C@H](C)N.COC[C@H](C)N.COC[C@H](C)N.COC[C@H](C)N.COC[C@H](C)N.CC(C)O.CC(C)O
Calculated total energy in a.u.: -4656.9812

Mulliken atomic charge list, values in e, 4 entries: 1.0781 0.9862 1.5145 1.2914

Entry 2:
Below is 9 unconnected molecules or ions with the total composition C42H103NO9, with properties calculated with wB97M-V/def2-TZVPD.

CARTESIAN COORDINATES (ANGSTROEM)
O1 -5.57647 0.87165 -2.04500
O2 2.60160 -4.61240 7.43326
O3 3.04195 1.32734 1.14689
O4 0.49861 -2.42586 -8.96054
O5 -1.19086 -6.25423 10.03530
O6 -2.60139 -0.74787 6.55874
O7 3.90828 4.77132 -9.29975
O8 2.80114 1.05159 -4.24733
O9 0.84543 4.42177 -7.71053
N1 5.26635 0.97631 -0.39682
C1 3.82458 -3.88914 7.56598
C2 -7.43509 -0.57302 -2.55467
C3 -1.37868 -0.96850 8.62344
C4 4.10149 2.80807 -5.26121
C5 -7.45448 1.85758 -3.18813
C6 1.78181 1.95808 3.20216
C7 -1.49126 1.68195 2.83486
C8 0.36070 -2.06384 3.58277
C9 4.00839 0.64855 -1.06967
C10 4.63639 5.99668 -9.32876
C11 -4.73352 1.07137 0.89609
C12 2.61210 -1.92365 -10.00255
C13 -0.98837 2.92238 -7.28163
C14 -1.99371 -0.00825 7.61647
C15 -1.22960 5.40475 -6.97927
C16 1.83010 1.09624 1.90784
C17 2.39457 -2.10968 -7.50725
C18 5.09659 6.34983 -7.92272
C19 -0.68479 2.70240 3.70942
C20 -1.01709 -7.23512 9.01438
C21 3.76420 7.09522 -9.91694
C22 0.59282 -2.82953 4.92965
C23 -2.76960 2.31673 2.12284
C24 -3.96188 1.30415 2.24742
C25 1.71113 -1.69087 -8.79966
C26 -3.40590 -2.17953 1.01735
C27 -0.29312 4.21151 -6.87378
C28 -1.26483 -6.60307 7.65297
C29 4.49553 -4.25667 8.88054
C30 2.72045 0.93824 -0.20261
C31 -1.03864 -2.39995 2.90988
C32 -3.03025 0.89121 8.27191
C33 2.45551 1.46577 -6.59671
C34 -6.99719 0.83001 -2.16431
C35 4.72805 -4.19286 6.38095
C36 2.76829 2.07693 -5.24134
C37 -1.96692 -1.90301 0.48688
C38 0.38269 -7.82253 9.10372
C39 -0.81553 -2.51084 1.36000
C40 0.70988 3.10896 3.13804
C41 -4.46029 -1.41659 0.11778
C42 -5.32121 -0.39710 0.93489
H1 1.43904 -0.63475 -8.74473
H2 3.13607 4.89989 -8.73582
H3 -4.08947 1.20131 0.00411
H4 3.49913 0.43227 -4.48376
H5 2.85964 -2.98472 -10.10196
H6 -0.64333 -1.61367 8.13844
H7 -3.98883 -0.91068 -0.74836
H8 1.97344 2.77063 -4.95924
H9 5.50560 5.83606 -9.96965
H10 -1.85406 2.72311 -6.64717
H11 2.86369 7.23990 -9.31258
H12 0.99173 1.37888 1.22878
H13 1.69507 -2.92559 5.06266
H14 -0.57555 -3.55376 1.07508
H15 -1.31059 3.60188 3.91046
H16 -5.20068 0.65097 -2.90327
H17 5.71374 5.54960 -7.50959
H18 -7.01764 1.64838 -4.16912
H19 5.26788 1.92196 -0.04070
H20 0.53439 4.50100 -8.61857
H21 -3.46923 1.56832 7.53667
H22 -1.15819 -7.33641 6.85071
H23 -7.09251 -1.30020 -1.81577
H24 0.63585 3.46589 2.09124
H25 0.07238 4.12274 -5.84880
H26 4.23145 -3.93297 5.44413
H27 5.42585 -3.70222 9.01866
H28 4.71958 -5.32700 8.91555
H29 0.22270 -2.25957 5.80631
H30 -6.38110 -0.37925 0.59020
H31 -0.50163 2.24720 4.71189
H32 -5.58441 1.77770 0.76603
H33 0.72421 -3.35964 -9.01050
H34 1.76848 0.00313 2.11869
H35 -1.80033 0.85389 3.51333
H36 2.81157 -5.55163 7.42826
H37 3.88874 1.23300 -2.00564
H38 -5.36981 -0.75203 1.99000
H39 -0.54433 -5.55674 9.88625
H40 3.56808 -2.82786 7.56920
H41 -2.97022 3.27255 2.64566
H42 -2.26899 -6.17766 7.60557
H43 -2.49144 2.52253 1.06862
H44 4.30337 8.04334 -9.97009
H45 4.91787 2.11935 -5.49780
H46 0.38452 -0.96303 3.73618
H47 -2.14341 -1.62288 9.05229
H48 5.44047 0.30808 0.34171
H49 -0.89945 1.20733 2.02675
H50 1.50129 0.93547 -6.56750
H51 1.13794 -7.04178 8.97024
H52 -0.30202 2.07828 -7.21022
H53 -4.67419 1.72308 2.98923
H54 3.54121 -1.35647 -9.91677
H55 -7.40651 1.08233 -1.18372
H56 -3.63716 0.31466 2.62575
H57 5.66527 -3.63654 6.44510
H58 2.10608 -1.62705 -10.92301
H59 5.67552 7.27575 -7.91634
H60 -3.53777 -1.95098 2.09107
H61 -7.12574 2.85780 -2.89977
H62 -1.32348 2.97158 -8.32196
H63 0.53834 -8.59173 8.34413
H64 -3.29638 -1.29357 6.93939
H65 0.18805 -3.85689 4.86935
H66 -1.75574 -8.01843 9.19528
H67 4.95964 -5.26110 6.33372
H68 3.98547 -0.43517 -1.31590
H69 4.10004 3.61244 -5.99995
H70 -1.30888 -3.39772 3.32431
H71 -2.58803 1.48582 9.07389
H72 -6.99738 -0.86287 -3.51459
H73 2.63499 -3.17694 -7.52163
H74 -0.71363 6.32337 -6.69360
H75 -0.56203 -5.78389 7.47195
H76 -8.52207 -0.64082 -2.63362
H77 4.31931 3.23487 -4.27993
H78 0.55283 -8.26448 10.08722
H79 -3.63206 -3.26221 0.87935
H80 3.31673 -1.54769 -7.34861
H81 3.21601 0.73224 -6.87934
H82 1.09458 3.92657 3.78885
H83 -0.88755 -0.42892 9.43588
H84 1.61499 1.33762 4.11261
H85 2.07751 1.68079 -0.72150
H86 1.19948 -2.34316 2.90787
H87 3.43383 6.82487 -10.92172
H88 -1.76642 -1.62490 3.20894
H89 -1.57258 5.53845 -8.00947
H90 -2.10241 5.28022 -6.33574
H91 -1.90409 -2.40042 -0.51141
H92 -1.20891 0.60403 7.16687
H93 -8.54197 1.86216 -3.28579
H94 -1.76567 -0.82830 0.30458
H95 3.83342 -4.04224 9.72157
H96 1.73387 -1.94500 -6.65380
H97 0.10045 -1.91522 1.12886
H98 -3.84957 0.29838 8.68910
H99 -5.17288 -2.15454 -0.32180
H100 4.23950 6.47009 -7.25340
H101 2.13567 -0.01065 -0.10326
H102 2.40589 2.23249 -7.37224
H103 2.76984 2.44517 3.33988

Forces on the atoms, in the same order (eV/Å):
0.0 0.1 0.3
-0.3 0.3 0.0
-1.0 0.0 -0.5
-0.2 0.4 0.0
-0.3 -0.2 0.2
0.3 0.2 -0.3
0.2 -0.2 -0.2
-0.4 0.2 0.2
0.4 0.1 0.2
-0.1 -0.5 -0.9
0.3 -0.6 0.0
-0.1 -0.2 0.2
0.2 -0.1 0.0
0.0 0.2 0.2
-0.1 0.2 0.1
-0.1 0.4 -0.3
-0.5 0.3 0.1
-0.7 -0.3 0.4
-0.7 0.4 0.5
-0.5 0.2 0.4
-0.5 -0.8 0.9
0.0 0.2 -0.2
0.1 -0.2 0.1
-0.4 -0.3 0.4
0.1 0.2 0.2
0.1 0.2 0.1
-0.1 0.1 0.2
0.2 -0.1 0.1
0.4 -0.3 -0.2
0.5 0.4 -0.3
0.0 0.0 -0.2
0.9 0.7 -0.4
0.9 -1.1 1.0
-0.3 1.1 -1.0
0.3 -0.6 0.0
-0.1 0.1 -1.4
-0.5 0.0 -0.5
-0.2 0.0 -0.1
-0.1 0.1 0.2
0.3 -1.0 0.0
1.8 -0.5 0.0
0.0 0.2 -0.1
-0.2 0.0 -0.1
0.1 -0.2 -0.7
0.0 0.2 -0.2
0.6 -0.3 -0.4
0.2 -1.1 0.1
0.1 -0.2 0.1
-0.2 1.0 0.2
0.1 -0.3 0.8
-0.8 -0.3 0.7
0.0 0.5 -0.5
-0.2 -0.1 0.0
0.0 0.0 0.1
-0.2 -0.1 0.6
0.0 0.0 0.0
0.0 0.0 0.1
0.0 0.1 0.0
-0.1 -0.2 0.6
0.0 -0.1 0.2
-0.1 -0.2 0.0
0.0 0.0 0.0
0.1 0.0 0.1
0.3 -0.2 0.7
-0.7 0.0 0.1
-0.3 0.4 0.2
0.4 -0.5 -0.3
0.0 0.0 -0.1
0.0 0.0 -0.1
-0.1 -0.1 0.0
-0.1 -0.2 0.2
-0.1 0.0 0.0
0.1 0.0 0.0
0.0 0.0 0.0
0.0 0.1 0.0
0.0 0.0 0.5
0.2 0.0 -0.1
0.0 0.1 0.1
0.0 0.0 0.0
0.1 0.0 -0.1
-0.1 -0.6 -0.5
0.7 -0.1 0.0
-0.1 0.3 -0.6
0.7 -0.2 0.2
0.0 0.0 0.0
-0.1 0.6 -0.1
0.0 0.5 -0.5
0.1 0.0 0.0
0.3 -0.5 0.5
0.0 0.3 -0.6
0.0 0.0 0.0
-0.2 -0.1 0.0
-0.2 -0.4 -0.5
0.0 -0.1 0.0
-0.4 0.0 0.5
0.0 0.0 0.0
-0.1 0.0 -0.1
0.3 -0.6 0.0
-0.1 0.1 0.0
0.0 0.4 0.2
0.0 0.3 0.6
0.0 0.0 0.0
-0.1 0.0 -0.1
0.0 0.0 0.1
0.3 -0.5 -0.3
0.0 0.0 0.0
0.2 0.0 0.0
0.1 0.7 -0.2
0.0 0.0 0.0
0.0 0.1 0.1
0.0 0.0 0.0
0.1 0.0 -0.6
0.0 0.0 0.0
-0.1 0.1 0.0
0.0 0.0 0.0
0.0 0.0 0.0
0.0 0.6 0.2
0.0 0.1 0.2
0.0 0.0 0.1
0.3 0.7 0.0
0.0 0.0 0.0
-0.4 0.8 -0.3
0.0 0.0 0.0
-0.1 0.1 0.0
0.1 0.0 -0.1
0.0 -0.1 0.1
0.1 -0.1 0.0
0.0 0.0 0.0
-0.1 0.0 0.0
-0.1 0.0 0.0
0.4 0.6 0.4
0.0 -0.1 0.0
0.1 0.1 0.1
-0.3 -0.3 -0.6
0.0 0.0 0.0
0.0 0.3 -0.6
0.2 -0.2 0.5
-0.6 0.2 0.2
0.1 0.0 0.0
0.2 -0.5 -0.2
0.0 -0.1 0.0
0.0 0.0 0.0
-0.1 0.5 0.5
-0.1 -0.1 -0.2
0.0 0.0 0.0
-0.4 -0.4 0.3
0.0 0.1 0.0
0.0 0.1 0.0
-0.6 -0.5 0.0
0.1 -0.1 0.1
0.6 0.3 0.3
0.0 0.1 -0.1
0.2 0.6 -0.4
0.0 0.0 0.0
-0.4 -0.4 -0.2

Output
SMILES string: CCCCCCCCCCCCCCCCOCCN.CC(C)O.CC(C)O.CC(C)O.CC(C)O.CC(C)O.CC(C)O.CC(C)O.CC(C)O
Calculated total energy in a.u.: -2393.8531

Mulliken atomic charge list, values in e, 4 entries: -0.4164 -0.4315 -0.5126 -0.5599

The frontier orbital gap results, record by record, are as follows: 8.52 9.13 eV.
The LUMO level results, record by record, are as follows: 0.0 0.4 eV.